One molecule with the formula C5H9NOS2 at a distorted geometry, computed with wB97M-V/def2-TZVPD.

Values from the calculation:
LUMO level   0.15 eV
DFT total energy   -30536.780 eV
Charge   0
Kohn-Sham gap   8.94 eV
Highest occupied orbital energy   -0.3231 Ha

Structure (XYZ):
```
18
C5H9NOS2, DFT wB97M-V/def2-TZVPD
C -2.47016 -0.74503 -0.43158
C -1.21452 -1.48969 0.04021
C 0.06484 -0.95764 -0.51650
O 1.25393 -1.72764 -0.13476
C 1.91743 -0.59489 0.32616
S 3.44390 -0.67914 0.88730
C 0.86157 0.39324 0.07503
S 1.28563 1.88997 -0.88091
N 1.48786 2.75879 0.61558
H -2.49187 0.24401 0.05058
H -3.34929 -1.35711 -0.15775
H -2.26524 -0.59615 -1.49540
H -1.17932 -2.56366 -0.30540
H -1.17963 -1.45327 1.13964
H -0.09686 -0.80381 -1.55542
H 0.44637 1.04336 0.92486
H 2.42944 2.88815 0.82421
H 1.05590 3.75050 0.59416
```

These are the Mulliken partial charges, in e, on atoms 1 to 5:
1. C -1.03
2. C -0.47
3. C 0.12
4. O -0.40
5. C 0.11